1.
# C21H22N7O2ReS

A structure of composition C21H22N7O2ReS at a distorted geometry (ωB97M-V with the def2-TZVPD basis set, the OMol25 dataset).

Structure (ORCA input):
```
! wB97M-V def2-TZVPD RIJCOSX def2/J DEFGRID3
* xyz 3 2
Re -0.031 0.862 -0.120
O -2.691 -2.028 -1.261
C -1.921 -1.106 -1.207
N -1.468 -0.525 -0.047
C -1.909 -1.039 1.232
C -1.168 -0.334 2.340
C -1.415 -0.580 3.686
C -0.719 0.137 4.648
C 0.228 1.070 4.243
C 0.433 1.256 2.890
N -0.250 0.578 1.963
C -1.340 -0.431 -2.421
C -1.665 -0.881 -3.690
C -1.124 -0.221 -4.787
C -0.276 0.854 -4.563
C 0.019 1.229 -3.259
N -0.497 0.596 -2.207
H -1.742 -2.128 1.280
H -2.992 -0.885 1.350
H -2.154 -1.311 3.972
H -0.920 -0.025 5.697
H 0.776 1.659 4.962
H 1.154 1.975 2.522
H -2.327 -1.731 -3.786
H -1.362 -0.534 -5.794
H 0.178 1.388 -5.384
H 0.682 2.062 -3.061
N -0.916 2.669 -0.074
C -1.558 3.650 -0.115
N -2.220 4.739 -0.138
C -2.601 5.447 1.079
C -4.137 5.362 1.237
O -4.780 5.820 0.088
C -4.433 5.124 -1.068
C -2.911 5.233 -1.322
H -2.316 6.499 0.975
H -2.107 5.016 1.948
H -4.461 6.003 2.059
H -4.421 4.321 1.456
H -4.985 5.582 -1.892
H -4.707 4.060 -0.991
H -2.659 6.290 -1.456
H -2.629 4.670 -2.211
S 1.504 -1.005 -0.422
C 3.069 -0.448 -0.054
N 4.118 -1.245 -0.408
C 5.381 -0.874 -0.151
C 5.604 0.312 0.512
C 4.482 1.063 0.895
N 3.248 0.700 0.588
H 3.926 -2.130 -0.878
H 6.178 -1.530 -0.477
H 6.609 0.641 0.725
H 4.596 1.978 1.463
*
```

The value obtained for the relative energy (zero: lowest compared OMol25 entry of this formula, charge and spin) is 0.0 kcal per mole. The value obtained for the orbital gap (spin up / spin down) is 5.976 / 6.353 eV. Its largest force on an atom is 4.91 eV Å⁻¹. The value obtained for the LUMO energy (spin up / spin down) is -11.23 / -10.86 eV.

=====

2.
# C21H22O6

The molecule C21H22O6 (ωB97M-V with the def2-TZVPD basis set, the OMol25 dataset).

Structure (ORCA input):
```
! wB97M-V def2-TZVPD RIJCOSX def2/J DEFGRID3
* xyz 0 1
C 4.147 1.403 -2.293
O 3.579 1.285 -1.011
C 3.576 0.070 -0.402
C 4.139 -1.080 -0.945
C 4.140 -2.266 -0.232
C 3.606 -2.325 1.043
C 3.049 -1.189 1.596
C 3.003 0.004 0.881
C 2.315 1.151 1.515
O 2.435 1.429 2.682
C 1.385 1.972 0.619
O 0.891 1.259 -0.507
C 0.241 0.122 -0.239
O 0.018 -0.290 0.866
C -0.131 -0.582 -1.537
O -0.886 -1.742 -1.331
C -2.069 -1.625 -0.647
C -2.667 -2.816 -0.237
C -3.871 -2.829 0.441
C -4.522 -1.642 0.746
C -3.939 -0.460 0.346
C -2.736 -0.441 -0.353
O -2.333 0.822 -0.684
C -3.240 1.776 -0.088
C -2.469 2.547 0.983
C -3.721 2.712 -1.195
C -4.397 0.955 0.529
H 4.027 2.449 -2.570
H 3.627 0.775 -3.024
H 5.213 1.151 -2.286
H 4.579 -1.061 -1.930
H 4.573 -3.148 -0.680
H 3.621 -3.249 1.600
H 2.610 -1.205 2.581
H 0.557 2.327 1.241
H 1.935 2.822 0.211
H 0.793 -0.912 -2.022
H -0.641 0.136 -2.190
H -2.150 -3.734 -0.464
H -4.300 -3.771 0.743
H -5.456 -1.640 1.285
H -1.653 3.101 0.524
H -2.057 1.849 1.710
H -3.127 3.247 1.491
H -4.241 2.145 -1.963
H -4.394 3.459 -0.784
H -2.870 3.213 -1.651
H -5.339 1.137 0.007
H -4.542 1.199 1.582
*
```

The value obtained for the relative energy (zero: lowest compared OMol25 entry of this formula, charge and spin) is 0.2 kcal per mole. The value obtained for the orbital gap is 8.592 eV. Its largest force on an atom is 0.82 eV Å⁻¹. The value obtained for the LUMO energy is 0.57 eV.

=====

3.
# C21H23AsFeN3O

A structure of composition C21H23AsFeN3O at a distorted geometry (ωB97M-V with the def2-TZVPD basis set, the OMol25 dataset).

Structure (ORCA input):
```
! wB97M-V def2-TZVPD RIJCOSX def2/J DEFGRID3
* xyz 2 6
Fe -0.124 -0.052 -0.067
O 2.216 3.237 0.617
C 1.317 2.446 0.548
N 1.489 1.097 0.210
C 2.694 0.656 -0.430
C 2.267 0.010 -1.738
C 3.157 -0.153 -2.778
C 2.703 -0.696 -3.970
C 1.370 -1.062 -4.088
C 0.542 -0.894 -3.001
N 0.977 -0.369 -1.840
C -0.126 2.784 0.736
C -0.502 4.056 1.102
C -1.858 4.358 1.152
C -2.779 3.377 0.828
C -2.324 2.117 0.477
N -1.019 1.816 0.433
H 3.400 1.470 -0.586
H 3.178 -0.096 0.205
H 4.189 0.153 -2.660
H 3.382 -0.822 -4.803
H 0.978 -1.474 -5.007
H -0.500 -1.182 -3.047
H 0.262 4.788 1.326
H -2.187 5.350 1.432
H -3.841 3.577 0.841
H -3.020 1.328 0.226
C 1.203 -2.657 3.150
As 0.110 -1.786 1.827
C -0.751 -3.266 0.893
C -1.434 -1.059 2.834
C -2.095 -2.079 3.715
C -3.094 -2.912 3.220
C -3.708 -3.845 4.045
C -3.323 -3.956 5.372
C -2.335 -3.124 5.876
C -1.722 -2.192 5.050
H 0.541 -3.324 3.699
H 1.652 -1.927 3.818
H 1.983 -3.223 2.646
H -1.235 -3.939 1.599
H 0.004 -3.817 0.333
H -1.500 -2.896 0.191
H -2.126 -0.662 2.085
H -1.039 -0.219 3.409
H -3.414 -2.817 2.187
H -4.495 -4.477 3.655
H -3.795 -4.688 6.014
H -2.048 -3.193 6.917
H -0.959 -1.533 5.453
*
```

The value obtained for the orbital gap (spin up / spin down) is 7.304 / 4.679 eV. Its largest force on an atom is 1.70 eV Å⁻¹. The value obtained for the LUMO energy (spin up / spin down) is -6.57 / -9.20 eV.

=====

4.
# C21H23BCl2NO11

A cluster of 3 separate species, C21H23BCl2NO11 in total at a distorted geometry (ωB97M-V with the def2-TZVPD basis set, the OMol25 dataset).

Structure (ORCA input):
```
! wB97M-V def2-TZVPD RIJCOSX def2/J DEFGRID3
* xyz -1 1
C -5.091 2.279 -2.047
N -4.732 1.577 -3.283
C -3.441 0.886 -3.142
C -3.481 -0.212 -2.111
C -2.543 -1.394 -2.382
O -2.073 -1.833 -1.129
B -2.476 -0.831 -0.098
C -3.403 -1.615 1.046
C -4.530 -2.375 0.446
O -5.345 -3.009 1.098
C -1.097 -0.250 0.618
Cl -0.515 -1.068 2.066
C -0.307 0.757 0.216
C 0.933 1.242 0.893
Cl -0.697 1.616 -1.256
O -3.344 0.157 -0.764
H -4.222 2.676 -1.523
H -5.767 3.100 -2.264
H -5.593 1.588 -1.385
H -4.594 2.268 -4.007
H -3.220 0.414 -4.097
H -2.643 1.611 -2.962
H -4.495 -0.622 -2.232
H -1.696 -1.129 -3.025
H -3.085 -2.205 -2.866
H -2.843 -2.347 1.622
H -3.830 -0.905 1.754
H -4.643 -2.393 -0.652
H 0.742 1.424 1.943
H 1.700 0.477 0.840
H 1.330 2.134 0.428
C 1.535 -0.821 5.800
C 1.608 -1.669 6.834
C 2.923 -2.178 7.355
O 2.902 -2.931 8.312
C 4.142 -1.750 6.692
C 4.069 -0.905 5.655
C 2.755 -0.375 5.149
O 2.789 0.406 4.220
O 5.132 -0.467 4.996
O 0.541 -2.123 7.480
H 0.594 -0.450 5.417
H 5.081 -2.133 7.064
H 4.786 0.124 4.299
H 0.879 -2.715 8.176
C 4.018 2.016 -5.090
C 3.312 1.019 -5.638
C 2.474 0.082 -4.810
O 1.852 -0.778 -5.402
C 2.466 0.261 -3.371
C 3.171 1.258 -2.821
C 3.985 2.211 -3.649
O 4.586 3.100 -3.075
O 3.189 1.477 -1.515
O 3.285 0.777 -6.943
H 4.618 2.696 -5.678
H 1.869 -0.419 -2.779
H 3.749 2.260 -1.372
H 2.691 0.009 -7.053
*
```

The value obtained for the relative energy (zero: lowest compared OMol25 entry of this formula, charge and spin) is 5.8 kcal per mole. The value obtained for the orbital gap is 5.058 eV. Its largest force on an atom is 1.69 eV Å⁻¹. The value obtained for the LUMO energy is 0.17 eV.

=====

5.
# C21H23BrCoN7OS

A structure of composition C21H23BrCoN7OS at a distorted geometry (ωB97M-V with the def2-TZVPD basis set, the OMol25 dataset).

Structure (ORCA input):
```
! wB97M-V def2-TZVPD RIJCOSX def2/J DEFGRID3
* xyz 1 2
Co 0.308 -0.280 0.066
C 3.433 2.159 -1.402
C 2.294 1.232 -1.155
N 1.924 0.799 -0.001
N 2.647 1.205 1.097
C 2.181 0.588 2.165
N 2.802 0.861 3.328
S 0.871 -0.549 2.191
C 1.496 0.663 -2.259
C 1.807 0.885 -3.594
C 1.054 0.267 -4.576
C 0.008 -0.556 -4.201
C -0.247 -0.726 -2.851
N 0.471 -0.138 -1.892
H 3.637 2.732 -0.501
H 3.206 2.838 -2.222
H 4.345 1.615 -1.660
H 3.583 1.494 3.322
H 2.500 0.436 4.186
H 2.638 1.522 -3.852
H 1.290 0.423 -5.620
H -0.602 -1.064 -4.933
H -1.055 -1.350 -2.513
C -1.963 2.775 -1.487
C -1.892 1.728 -0.433
O -0.912 1.365 0.208
N -3.128 0.877 -0.326
C -2.477 -0.575 1.702
C -2.170 -1.805 0.892
C -2.985 -2.924 0.941
C -2.644 -4.048 0.207
C -1.481 -4.032 -0.541
C -0.709 -2.884 -0.533
N -1.042 -1.787 0.155
H -1.052 3.366 -1.434
H -2.815 3.441 -1.336
H -2.045 2.343 -2.489
H -3.915 1.456 -0.637
H -2.935 -0.876 2.647
H -1.547 -0.073 1.952
H -3.872 -2.910 1.559
H -3.270 -4.930 0.233
H -1.159 -4.889 -1.113
H 0.217 -2.826 -1.090
Br -6.507 -2.100 -1.801
C -5.276 -1.023 -0.921
C -5.672 -0.486 0.337
C -4.885 0.145 1.232
C -3.437 0.466 1.105
N -2.980 -0.160 -1.344
C -4.026 -0.897 -1.568
H -6.709 -0.635 0.606
H -5.344 0.477 2.155
H -3.247 1.388 1.663
H -3.874 -1.551 -2.423
*
```

The value obtained for the relative energy (zero: lowest compared OMol25 entry of this formula, charge and spin) is 98.3 kcal per mole. The value obtained for the orbital gap (spin up / spin down) is 6.015 / 5.973 eV. Its largest force on an atom is 3.49 eV Å⁻¹. The value obtained for the LUMO energy (spin up / spin down) is -3.43 / -3.47 eV.

=====

The following DFT total energy values (in eV) correspond, in order, to the records above: -49599.4074 -34418.6076 -123878.7011 -71885.6508 -153126.5402.